Entry 1:
This record from the OMol25 dataset describes a molecular structure, C33H49BrNP3Pd. The level of theory is ωB97M-V/def2-TZVPD.

## Properties
frontier orbital gap (spin up / spin down) = 6.7 / 2.6 eV
ΔE to the lowest compared entry with this formula, charge and spin = 0.0 kJ/mol
<S²> = 2.0110
E_HOMO (spin up / spin down) = -0.4479 / -0.4479 Ha
LUMO (spin up / spin down) = -5.523 / -9.630 eV

```
! wB97M-V def2-TZVPD RIJCOSX def2/J DEFGRID3
* xyz 2 3
Pd -0.7859 1.7160 -0.4401
Br -0.4628 3.9717 -1.5698
P -2.4063 3.0165 1.0111
P 5.1321 0.5568 1.1733
P -0.0168 0.6749 -2.3805
N -2.2823 -8.7351 4.7936
C 4.1152 -0.7047 2.1255
C 0.9045 -2.0784 -2.7607
C -3.6035 3.8132 2.1765
C 0.8212 1.9829 -3.4038
C 1.2062 -0.7059 -2.1452
C -1.7408 -4.9527 2.8993
C -0.8218 -7.0519 3.8415
C -3.0238 5.5128 -0.2184
C -3.6067 3.5224 -1.4799
C -3.0579 4.1018 -0.3124
C -3.5311 6.3081 -1.2519
C -3.3253 -7.9394 4.4985
C -1.5847 -3.8627 2.3536
C 5.6408 0.4182 -1.6520
C -1.4291 -0.0245 -3.3674
C -4.0941 4.3297 -2.5191
C 4.5956 0.1005 -0.5732
C -4.0621 5.7196 -2.3998
C -2.0626 -0.9507 0.0391
C -1.0605 -8.2814 4.4629
C -1.0406 -0.0631 0.4509
C 4.5941 3.0198 2.5534
C -2.2463 -2.1920 0.6565
C -1.4041 -2.6009 1.7216
C 1.6929 1.5694 -4.5958
C -3.3941 1.4873 1.2854
C -0.2052 -0.4778 1.5147
C -1.2625 -0.1942 -4.8829
C 4.9344 -1.9135 2.5958
C 4.0397 2.0503 1.5015
C -1.9214 -6.2138 3.5309
C -0.3766 -1.7171 2.1395
C -3.2093 -6.6911 3.8791
H 5.9441 -1.6062 2.9205
H 3.0709 1.6398 1.8455
H -3.5435 3.3220 3.1708
H -2.9297 0.8203 2.0354
H 0.5988 0.1816 1.8623
H 1.8992 2.4518 -5.2274
H 3.2524 -1.0282 1.5100
H -2.6046 6.0000 0.6459
H -0.2166 -8.9406 4.7091
H 4.4406 -2.4209 3.4439
H 0.1964 -6.7359 3.5964
H 3.6261 0.5870 -0.7997
H 3.8427 2.5795 0.5480
H 2.1755 -0.3073 -2.4978
H 0.2827 -2.0196 2.9598
H 1.2068 0.8111 -5.2300
H -4.4454 6.3426 -3.1994
H 1.6806 -2.8016 -2.4530
H 6.6580 0.1771 -1.2963
H -3.5171 1.0218 0.2980
H 0.8854 -2.0559 -3.8619
H -3.6320 2.4485 -1.6051
H -3.3655 4.8772 2.3475
H -4.6592 3.7646 1.8127
H 5.6331 1.4863 -1.9295
H 5.0564 -2.6604 1.7908
H -2.7314 -0.6656 -0.7815
H -4.3183 -8.3211 4.7735
H 0.0023 2.6655 -3.6965
H -3.0450 -2.8631 0.3238
H -2.2598 0.6719 -3.1572
H -0.0661 -2.4697 -2.4111
H 1.4265 2.5487 -2.6722
H -1.1372 0.7841 -5.3766
H -4.4975 3.8778 -3.4171
H -4.4618 1.6235 1.5660
H 5.6928 3.1039 2.4876
H 4.1769 4.0333 2.4134
H -4.0958 -6.0875 3.6638
H -2.1713 -0.6597 -5.3044
H -0.4038 -0.8306 -5.1517
H 5.4513 -0.1668 -2.5701
H 2.6658 1.1671 -4.2648
H -1.6812 -0.9842 -2.8775
H 3.6998 -0.1682 2.9996
H 1.3159 -0.7988 -1.0501
H 4.4059 -0.9894 -0.5585
H 4.3430 2.6862 3.5760
H -3.5058 7.3868 -1.1622
*
```

The Löwdin scheme yields these atomic charges, measured in e: number 1, Pd, carries 0.3386; number 2, Br, carries 0.4763; number 3, P, carries 0.8732; number 4, P, carries 1.2608; number 5, P, carries 0.9097; number 6, N, carries 0.0649; number 7, C, carries -0.3762; number 8, C, carries -0.1180; number 9, C, carries -0.2746; number 10, C, carries -0.4902; number 11, C, carries -0.3711; number 12, C, carries 0.0552; number 13, C, carries -0.0168; number 14, C, carries -0.1102; number 15, C, carries -0.1272; number 16, C, carries -0.5125; number 17, C, carries -0.0409; number 18, C, carries -0.1290; number 19, C, carries 0.0399; number 20, C, carries -0.1440; number 21, C, carries -0.3701; number 22, C, carries -0.0526; number 23, C, carries -0.3773; number 24, C, carries -0.0316; number 25, C, carries -0.1602; number 26, C, carries -0.1332; number 27, C, carries -0.3480; number 28, C, carries -0.1418; number 29, C, carries -0.0095; number 30, C, carries -0.2295; number 31, C, carries -0.1228; number 32, C, carries -0.2991; number 33, C, carries -0.1372; number 34, C, carries -0.1275; number 35, C, carries -0.1434; number 36, C, carries -0.3690; number 37, C, carries -0.2337; number 38, C, carries -0.0321; number 39, C, carries -0.0108; number 40, H, carries 0.0762; number 41, H, carries 0.0839; number 42, H, carries 0.0652; number 43, H, carries 0.0705; number 44, H, carries 0.0791; number 45, H, carries 0.0914; number 46, H, carries 0.0927; number 47, H, carries 0.1100; number 48, H, carries 0.1128; number 49, H, carries 0.0905; number 50, H, carries 0.1126; number 51, H, carries 0.0777; number 52, H, carries 0.0920; number 53, H, carries 0.0589; number 54, H, carries 0.1177; number 55, H, carries 0.0617; number 56, H, carries 0.1226; number 57, H, carries 0.0854; number 58, H, carries 0.0772; number 59, H, carries 0.0116; number 60, H, carries 0.0710; number 61, H, carries 0.0897; number 62, H, carries 0.0398; number 63, H, carries 0.0832; number 64, H, carries 0.0827; number 65, H, carries 0.0837; number 66, H, carries 0.0895; number 67, H, carries 0.1147; number 68, H, carries 0.0185; number 69, H, carries 0.1282; number 70, H, carries 0.0704; number 71, H, carries 0.0764; number 72, H, carries 0.0214; number 73, H, carries 0.0785; number 74, H, carries 0.1157; number 75, H, carries 0.0674; number 76, H, carries 0.0760; number 77, H, carries 0.0894; number 78, H, carries 0.1169; number 79, H, carries 0.0913; number 80, H, carries 0.0624; number 81, H, carries 0.0866; number 82, H, carries 0.0670; number 83, H, carries 0.0704; number 84, H, carries 0.0901; number 85, H, carries 0.0545; number 86, H, carries 0.0904; number 87, H, carries 0.0849; number 88, H, carries 0.1208

=====

Entry 2:
This record from the OMol25 dataset describes a molecular structure, C33H50F12N3O2RuSi4Te. The level of theory is ωB97M-V/def2-TZVPD.

## Properties
frontier orbital gap (spin up / spin down) = 7.0 / 5.2 eV
ΔE to the lowest compared entry with this formula, charge and spin = 108.8 kJ/mol
<S²> = 6.0384
E_HOMO (spin up / spin down) = -0.3579 / -0.3524 Ha
LUMO (spin up / spin down) = -2.706 / -4.367 eV

```
! wB97M-V def2-TZVPD RIJCOSX def2/J DEFGRID3
* xyz 1 5
Te 1.2061 -0.1802 0.2656
Ru -1.3527 -0.2352 0.5939
Si 3.3321 1.0615 -0.3482
Si 4.8415 -0.3106 0.8745
Si 3.6615 0.9504 -2.6719
Si 3.4309 3.2999 0.4041
F -2.4285 -4.5490 1.9575
F -2.1884 3.3870 -2.0040
F -2.0373 -4.6933 -0.1400
F -4.0508 -4.8851 0.5667
F -1.5215 5.0218 -0.0359
F -0.2031 2.6735 -1.5746
F -5.1727 -2.4513 -0.5428
F -3.5469 -1.1870 -1.1854
F -3.5204 -3.2764 -1.6502
F -1.7127 4.2605 1.9812
F 0.1106 3.9776 0.8759
F -1.8515 1.2784 -1.6871
O -1.8072 -2.1710 0.5930
O -0.9544 1.7035 0.8699
N -3.1720 0.1644 1.2517
N 0.0211 -2.9296 -1.5098
N 2.0169 -4.7445 -2.4053
C 2.9197 3.3707 2.2020
C -1.7455 2.6299 0.2619
C 6.6226 0.0450 0.4100
C -2.9138 -4.2096 0.7639
C 3.9108 -0.8238 -3.2976
C -5.2567 -2.4397 3.8166
C -4.4151 -0.2572 3.2692
C -3.2542 2.5102 0.5128
C -3.8512 -2.3928 -0.6948
C 2.4527 4.4352 -0.7189
C -5.4491 3.5767 0.3404
C -6.2486 4.8140 0.0680
C 0.6229 -2.7738 -2.8032
C -1.5005 2.5209 -1.2695
C -5.1081 -1.0902 4.1207
C -5.2844 1.2565 0.9246
C -4.6383 -2.9267 2.6727
C -4.0600 3.6111 0.2692
C 1.2834 -5.0257 -1.1162
C -1.2151 3.9947 0.7726
C 1.1162 -4.0806 -3.4150
C 0.7940 -3.6928 -0.5686
C -3.0886 -2.6674 0.6387
C 2.1792 1.6860 -3.5409
C -6.0237 -3.3599 4.7198
C -3.8815 -2.1213 1.8287
C -3.8286 -0.7528 2.1043
C 4.5628 -2.1378 0.5013
C 4.5642 -0.0431 2.7018
C 5.2394 3.7771 0.2642
C -3.8788 1.3055 0.9113
C 5.2076 1.9292 -3.0893
C -6.0525 2.3621 0.6393
H -4.7456 -3.9802 2.4594
H -5.5453 -0.6870 5.0241
H 1.6953 -3.9357 -4.3272
H 1.5862 3.9588 -1.1762
H 5.5260 1.6947 -4.1060
H 0.4626 -5.6978 -1.3685
H -6.4259 -4.2076 4.1667
H 3.7722 3.1357 2.8378
H -0.9478 -3.2109 -1.5250
H 2.2668 1.5792 -4.6231
H -5.3826 -3.7540 5.5092
H -0.0838 -2.3071 -3.4892
H 5.8901 3.1373 0.8514
H 1.9818 -5.5278 -0.4485
H 2.7951 -4.1068 -2.1995
H 3.5314 -2.4249 0.6884
H 0.1951 -3.8614 0.3240
H -5.7707 0.3168 1.1394
H 6.9305 1.0568 0.6531
H 6.7982 -0.1116 -0.6540
H 4.8275 0.9688 3.0013
H 4.7901 -0.8581 -3.9416
H -6.8511 -2.8386 5.1990
H 5.1781 -0.7354 3.2803
H 2.0797 2.7463 -3.3142
H 5.0255 3.0014 -3.0403
H -3.6020 4.5451 -0.0215
H -6.0160 5.5908 0.7970
H 1.6697 -3.1077 -0.2637
H 4.8297 -2.3841 -0.5239
H 5.1972 -2.7325 1.1615
H 3.1022 4.8027 -1.5135
H -6.0192 5.2171 -0.9181
H 6.0357 1.7026 -2.4192
H 7.2779 -0.6360 0.9552
H -4.3158 0.7959 3.4932
H -7.3163 4.6138 0.1153
H 4.0619 -1.5372 -2.4927
H 5.5942 3.7789 -0.7635
H 3.5208 -0.2072 2.9683
H -7.1301 2.2788 0.6460
H 3.0550 -1.1380 -3.8941
H 2.4247 -5.5995 -2.7884
H 2.5793 4.3761 2.4535
H 2.0940 5.2956 -0.1543
H 5.3475 4.7919 0.6527
H 2.1140 2.6796 2.4405
H 0.3013 -4.7802 -3.6008
H 1.2596 1.1967 -3.2207
H 1.4737 -2.0885 -2.7086
*
```

Löwdin atomic charge list, values in e, 99 entries: number 1, Te, carries 0.7774; number 2, Ru, carries 1.0593; number 3, Si, carries 0.1432; number 4, Si, carries 0.3138; number 5, Si, carries 0.3386; number 6, Si, carries 0.3646; number 7, F, carries 0.1771; number 8, F, carries 0.1857; number 9, F, carries 0.1299; number 10, F, carries 0.1673; number 11, F, carries 0.1553; number 12, F, carries 0.1276; number 13, F, carries 0.1810; number 14, F, carries 0.1437; number 15, F, carries 0.1537; number 16, F, carries 0.1834; number 17, F, carries 0.1503; number 18, F, carries 0.1079; number 19, O, carries -0.3056; number 20, O, carries -0.3776; number 21, N, carries -0.0187; number 22, N, carries -0.0743; number 23, N, carries 0.0572; number 24, C, carries -0.2070; number 25, C, carries -0.3554; number 26, C, carries -0.2045; number 27, C, carries -0.5582; number 28, C, carries -0.2061; number 29, C, carries -0.2436; number 30, C, carries -0.0061; number 31, C, carries -0.0401; number 32, C, carries -0.5523; number 33, C, carries -0.2031; number 34, C, carries -0.2355; number 35, C, carries -0.0326; number 36, C, carries -0.1949; number 37, C, carries -0.5463; number 38, C, carries -0.0137; number 39, C, carries 0.0074; number 40, C, carries 0.0299; number 41, C, carries 0.0270; number 42, C, carries -0.0819; number 43, C, carries -0.5594; number 44, C, carries -0.0867; number 45, C, carries -0.2361; number 46, C, carries -0.3272; number 47, C, carries -0.2150; number 48, C, carries -0.0377; number 49, C, carries -0.0576; number 50, C, carries -0.2241; number 51, C, carries -0.2262; number 52, C, carries -0.2102; number 53, C, carries -0.2019; number 54, C, carries -0.1955; number 55, C, carries -0.2110; number 56, C, carries -0.0097; number 57, H, carries 0.1183; number 58, H, carries 0.1216; number 59, H, carries 0.1341; number 60, H, carries -0.0006; number 61, H, carries 0.0354; number 62, H, carries 0.1362; number 63, H, carries 0.0823; number 64, H, carries 0.0233; number 65, H, carries 0.0916; number 66, H, carries 0.0389; number 67, H, carries 0.0899; number 68, H, carries 0.1416; number 69, H, carries 0.0145; number 70, H, carries 0.1369; number 71, H, carries 0.1728; number 72, H, carries -0.0178; number 73, H, carries 0.1208; number 74, H, carries 0.1249; number 75, H, carries 0.0168; number 76, H, carries 0.0247; number 77, H, carries 0.0203; number 78, H, carries 0.0339; number 79, H, carries 0.0823; number 80, H, carries 0.0381; number 81, H, carries 0.0240; number 82, H, carries 0.0266; number 83, H, carries 0.1258; number 84, H, carries 0.0911; number 85, H, carries 0.0604; number 86, H, carries 0.0077; number 87, H, carries 0.0390; number 88, H, carries 0.0357; number 89, H, carries 0.0895; number 90, H, carries 0.0208; number 91, H, carries 0.0379; number 92, H, carries 0.1311; number 93, H, carries 0.0790; number 94, H, carries -0.0130; number 95, H, carries 0.0185; number 96, H, carries 0.0220; number 97, H, carries 0.1200; number 98, H, carries 0.0116; number 99, H, carries 0.1830